[1]
Entry from the OMol25 dataset: C3H12NaO3 as an isolated structure in a non-equilibrium geometry (wB97M-V/def2-TZVPD).

```
! RIJCOSX wB97M-V def2-TZVPD def2/J DEFGRID3
* xyz 1 1
Na 0.501 1.021 -1.070
C 2.457 -0.722 0.997
O 2.573 -0.263 -0.386
H 2.622 0.131 1.656
H 1.421 -1.059 1.019
H 3.124 -1.544 1.256
H 3.487 -0.385 -0.652
C -1.161 -1.727 -1.294
O -1.344 -0.380 -1.699
H -2.146 -2.077 -0.984
H -0.629 -2.323 -2.036
H -0.467 -1.662 -0.457
H -2.105 -0.239 -2.267
C -1.481 2.191 0.859
O -0.609 1.177 1.132
H -2.245 2.210 1.636
H -0.924 3.123 0.766
H -1.970 2.013 -0.099
H -1.103 0.516 1.623
*
```

HOMO energy ... -0.53568 hartree

***

[2]
Entry from the OMol25 dataset: a 3-piece molecular cluster, C3H12O2S overall (wB97M-V/def2-TZVPD).

```
! RIJCOSX wB97M-V def2-TZVPD def2/J DEFGRID3
* xyz 1 2
C -0.560 2.043 -0.341
C 0.517 1.156 0.284
C 1.040 0.116 -0.711
S 2.489 -0.687 -0.053
H -1.022 2.601 0.463
H -0.194 2.724 -1.097
H -1.356 1.408 -0.714
H 0.085 0.622 1.118
H 1.360 1.757 0.593
H 0.343 -0.623 -1.117
H 1.490 0.581 -1.608
H 2.717 -1.571 -1.050
H 0.619 -1.965 1.505
H -0.511 -2.460 2.422
O -0.313 -2.192 1.517
H -2.623 -0.478 -0.482
H -1.638 -1.612 -0.118
O -2.444 -1.420 -0.609
*
```

Expectation value of S² ... 0.7531
HOMO energy (spin up / spin down) ... -0.52773 / -0.52718 hartree

***

[3]
Entry from the OMol25 dataset: a 3-piece molecular cluster, C3H12O2S2 overall in a non-equilibrium geometry (wB97M-V/def2-TZVPD).

```
! RIJCOSX wB97M-V def2-TZVPD def2/J DEFGRID3
* xyz 0 1
C -0.893 0.879 -2.349
C 0.480 1.330 -1.905
S 1.068 0.915 -0.225
S -0.704 1.214 0.858
C -0.483 -0.024 2.185
H -0.942 -0.195 -2.460
H -1.713 1.248 -1.755
H -1.021 1.301 -3.352
H 0.660 2.393 -2.047
H 1.213 0.861 -2.556
H -0.794 0.427 3.118
H 0.577 -0.283 2.254
H -0.981 -0.934 1.867
O 2.065 -2.335 -0.073
H 2.179 -2.218 0.882
H 1.828 -1.459 -0.410
O -1.753 -2.632 0.603
H -2.167 -3.269 0.007
H -1.438 -1.899 0.061
*
```

HOMO energy ... -0.30382 hartree
Structure (SMILES) ... CCSSC.O.O

***

[4]
Entry from the OMol25 dataset: a 3-piece molecular cluster, C3H12O2S2 overall in a non-equilibrium geometry (wB97M-V/def2-TZVPD).

```
! RIJCOSX wB97M-V def2-TZVPD def2/J DEFGRID3
* xyz 0 1
C -1.348 1.031 -2.626
C -0.285 1.117 -1.615
S -1.075 1.519 -0.022
S -2.585 0.199 0.027
C -1.626 -1.299 0.633
H -1.885 0.093 -2.411
H -2.013 1.834 -2.493
H -0.892 1.063 -3.690
H 0.351 1.983 -1.800
H 0.246 0.091 -1.508
H -0.710 -0.838 1.153
H -1.245 -2.053 -0.159
H -2.222 -1.742 1.431
O 1.759 0.078 1.063
H 1.513 -0.850 0.867
H 1.065 0.401 0.441
O 3.312 -0.975 3.767
H 3.426 -0.273 3.093
H 4.215 -1.381 3.850
*
```

HOMO energy ... -0.33267 hartree
Structure (SMILES) ... CCSSC.O.O

***

[5]
Entry from the OMol25 dataset: a 3-piece molecular cluster, C3H12O2S2 overall in a non-equilibrium geometry (wB97M-V/def2-TZVPD).

```
! RIJCOSX wB97M-V def2-TZVPD def2/J DEFGRID3
* xyz 0 1
C -2.350 0.088 1.417
C -0.856 0.179 1.061
C -0.555 0.356 -0.395
S 1.283 0.252 -0.582
S 1.713 -0.275 -2.468
H -2.972 -0.592 0.870
H -2.552 -0.243 2.442
H -2.804 1.083 1.449
H -0.392 -0.709 1.545
H -0.399 0.926 1.672
H -0.861 1.306 -0.783
H -0.902 -0.475 -1.017
H 1.354 -1.579 -2.615
O 0.492 -3.436 -0.965
H 1.164 -3.827 -0.390
H -0.184 -3.102 -0.386
O -2.202 3.139 4.059
H -1.996 2.591 4.833
H -1.514 2.886 3.451
*
```

HOMO energy ... -0.31991 hartree
Structure (SMILES) ... CCCSS.O.O

***

[6]
Entry from the OMol25 dataset: a 3-piece molecular cluster, C3H12O3 overall in a non-equilibrium geometry (wB97M-V/def2-TZVPD).

```
! RIJCOSX wB97M-V def2-TZVPD def2/J DEFGRID3
* xyz 0 1
C 1.281 -0.407 -0.814
C 0.415 -0.757 0.366
C 0.439 -2.255 0.666
O -0.957 -0.334 0.184
H 1.178 0.605 -1.157
H 0.964 -1.037 -1.654
H 2.307 -0.683 -0.585
H 0.749 -0.234 1.264
H 1.157 -2.566 1.419
H 0.460 -2.856 -0.243
H -0.486 -2.527 1.190
H -1.260 -0.770 -0.624
O -0.008 2.116 2.251
H -0.613 1.592 1.713
H -0.460 2.931 2.478
O -0.912 1.163 -2.566
H -1.057 2.109 -2.429
H -0.751 0.909 -1.646
*
```

HOMO energy ... -0.39869 hartree
Structure (SMILES) ... CC(C)O.O.O

***

[7]
Entry from the OMol25 dataset: a 2-piece molecular cluster, C3H13N2 overall in a non-equilibrium geometry (wB97M-V/def2-TZVPD).

```
! RIJCOSX wB97M-V def2-TZVPD def2/J DEFGRID3
* xyz 1 1
C 1.269 0.382 0.667
N 2.022 1.593 0.356
C 0.799 -0.177 -0.662
N -0.150 -1.291 -0.398
H 0.422 0.565 1.314
H 1.956 -0.384 1.141
H 1.408 2.396 0.468
H 2.737 1.674 1.131
H 1.622 -0.644 -1.173
H 0.248 0.570 -1.254
H -0.475 -1.722 -1.284
H 0.274 -2.044 0.200
H -0.989 -0.998 0.093
C -3.247 -0.282 -0.046
H -2.914 -1.302 -0.037
H -2.558 0.536 -0.131
H -3.798 -0.139 0.965
H -3.969 -0.164 -0.888
*
```

HOMO energy ... -0.50932 hartree

***

[8]
Entry from the OMol25 dataset: a 2-piece molecular cluster, C3H13N2O overall in a non-equilibrium geometry (wB97M-V/def2-TZVPD).

```
! RIJCOSX wB97M-V def2-TZVPD def2/J DEFGRID3
* xyz 1 1
C -0.330 0.238 1.266
C -1.415 0.379 0.129
C -1.546 -0.849 -0.830
N -0.293 -1.219 -1.448
N 0.842 -0.596 0.885
H -0.828 -0.189 2.132
H 0.074 1.116 1.740
H -2.431 0.661 0.296
H -1.287 1.389 -0.444
H -1.798 -1.729 -0.275
H -2.236 -0.651 -1.584
H -0.235 -1.972 -2.169
H 0.471 -1.250 0.104
H -0.062 -0.453 -2.175
H 1.329 -1.065 1.542
H 1.476 0.010 0.404
H 3.495 2.106 0.058
H 2.111 2.412 0.199
O 2.664 1.660 0.171
*
```

HOMO energy ... -0.52297 hartree

***

[9]
Entry from the OMol25 dataset: a 2-piece molecular cluster, C3H13N2O overall (wB97M-V/def2-TZVPD).

```
! RIJCOSX wB97M-V def2-TZVPD def2/J DEFGRID3
* xyz 1 1
C -1.265 0.770 -0.591
N -2.089 0.880 0.598
C 0.191 1.001 -0.234
N 0.484 0.344 1.087
C 0.355 -1.150 1.156
H -1.557 1.461 -1.381
H -1.394 -0.221 -1.040
H -2.202 1.850 0.874
H -3.009 0.483 0.459
H 0.407 2.059 -0.063
H 0.917 0.628 -0.939
H 1.421 0.599 1.402
H -0.150 0.741 1.793
H 0.616 -1.548 0.186
H -0.684 -1.386 1.369
H 1.023 -1.519 1.935
H 1.301 -1.625 -2.375
H 2.276 -2.269 -1.400
O 2.055 -1.419 -1.797
*
```

HOMO energy ... -0.51772 hartree

***

[10]
Entry from the OMol25 dataset: a 2-piece molecular cluster, C3H13N2O overall in a non-equilibrium geometry (wB97M-V/def2-TZVPD).

```
! RIJCOSX wB97M-V def2-TZVPD def2/J DEFGRID3
* xyz 1 1
C 1.268 0.120 0.708
C -0.141 0.098 1.345
C -1.268 0.490 0.430
N -0.966 1.853 -0.223
N 1.223 0.217 -0.760
H 1.822 0.964 1.116
H 1.800 -0.779 1.027
H -0.146 0.742 2.227
H -0.423 -0.889 1.716
H -2.259 0.643 0.849
H -1.410 -0.193 -0.406
H -0.741 2.593 0.433
H -0.126 1.606 -0.800
H -1.680 2.173 -0.868
H 2.159 0.168 -1.154
H 0.771 -0.624 -1.133
H 0.264 -2.962 -2.230
H 0.114 -3.432 -0.827
O -0.260 -2.788 -1.449
*
```

HOMO energy ... -0.51670 hartree

***

[11]
Entry from the OMol25 dataset: a 2-piece molecular cluster, C3H13N2O overall in a non-equilibrium geometry (wB97M-V/def2-TZVPD).

```
! RIJCOSX wB97M-V def2-TZVPD def2/J DEFGRID3
* xyz 1 1
C 1.674 -0.362 0.782
C 0.514 0.522 1.096
C -0.997 0.156 1.259
N -1.356 -0.459 -0.123
N 1.537 -0.985 -0.544
H 1.654 -1.154 1.641
H 2.587 0.293 0.880
H 0.688 1.115 2.066
H 0.410 1.426 0.366
H -1.161 -0.687 1.981
H -1.802 0.820 1.444
H -0.512 -0.955 -0.583
H -1.503 0.335 -0.712
H -2.056 -1.149 -0.054
H 1.673 -1.957 -0.510
H 2.129 -0.590 -1.180
H -0.575 0.923 -2.919
H -1.663 1.699 -2.646
O -1.241 1.011 -2.245
*
```

HOMO energy ... -0.51244 hartree

***

[12]
Entry from the OMol25 dataset: a 2-piece molecular cluster, C3H13N2O overall in a non-equilibrium geometry (wB97M-V/def2-TZVPD).

```
! RIJCOSX wB97M-V def2-TZVPD def2/J DEFGRID3
* xyz 2 2
N 0.741 -0.571 -0.925
C -0.728 -0.548 -1.235
C -1.330 -1.157 0.060
N -0.423 -0.847 1.238
C -0.484 0.643 1.798
H 0.881 -0.857 0.040
H 1.202 -1.094 -1.599
H 0.929 0.477 -1.041
H -0.980 0.470 -1.446
H -0.889 -1.334 -2.025
H -2.331 -0.921 0.410
H -1.125 -2.352 0.099
H -0.689 -1.302 2.142
H -0.559 1.262 0.858
H 0.403 0.778 2.565
H -1.465 0.838 2.360
H 2.557 2.158 -1.847
H 2.208 2.551 -0.416
O 2.079 1.808 -1.037
*
```

Expectation value of S² ... 0.7544
HOMO energy (spin up / spin down) ... -0.72768 / -0.72767 hartree

***

[13]
Entry from the OMol25 dataset: a 3-piece molecular cluster, C3H13N2O2S overall in a non-equilibrium geometry (wB97M-V/def2-TZVPD).

```
! RIJCOSX wB97M-V def2-TZVPD def2/J DEFGRID3
* xyz -1 1
N -1.148 0.364 -0.090
C -0.262 -0.849 -0.378
C -1.037 -2.123 -0.017
S -2.748 -2.038 -1.111
C 1.097 -0.601 0.432
N 2.054 -1.370 -0.517
H -0.781 1.225 -0.659
H -2.041 0.207 -0.489
H 0.041 -0.851 -1.381
H -0.678 -3.109 -0.411
H -1.414 -2.185 0.935
H 1.286 0.363 0.287
H 1.224 -0.810 1.508
H 2.393 -2.223 -0.294
H 2.767 -0.729 -0.866
H -0.773 1.077 1.940
H 0.500 1.032 2.988
O -0.283 1.569 2.608
H -0.070 3.930 -0.763
H 0.132 3.137 -1.997
O -0.260 3.985 -1.727
*
```

HOMO energy ... -0.09735 hartree

***

[14]
Entry from the OMol25 dataset: a 3-piece molecular cluster, C3H13N2O2S overall in a non-equilibrium geometry (wB97M-V/def2-TZVPD).

```
! RIJCOSX wB97M-V def2-TZVPD def2/J DEFGRID3
* xyz -1 1
N 1.160 0.462 0.544
C -0.318 0.666 0.717
C -0.840 1.323 1.982
S 0.466 2.301 2.874
C -0.865 -0.787 0.616
N -2.287 -0.946 0.783
H 1.647 1.354 0.656
H 1.377 -0.039 1.391
H -0.502 1.206 -0.224
H -1.652 2.009 1.705
H -1.291 0.613 2.668
H -0.477 -1.154 -0.344
H -0.266 -1.289 1.382
H -2.544 -1.924 0.854
H -2.824 -0.612 -0.014
H 0.643 -1.170 -3.344
H 0.562 -1.491 -1.879
O 0.528 -1.933 -2.738
H 2.130 1.087 -2.147
H 2.620 -0.323 -2.735
O 2.732 0.648 -2.747
*
```

HOMO energy ... -0.09440 hartree

***

[15]
Entry from the OMol25 dataset: a 3-piece molecular cluster, C3H13N2O3 overall in a non-equilibrium geometry (wB97M-V/def2-TZVPD).

```
! RIJCOSX wB97M-V def2-TZVPD def2/J DEFGRID3
* xyz 1 1
N 1.357 1.210 -1.475
C 1.934 0.744 -0.188
C 0.914 0.429 0.917
N 0.059 -0.796 0.586
C 0.714 -2.057 0.820
O -0.031 1.509 1.123
H 2.086 1.792 -2.001
H 0.887 0.616 -2.091
H -1.517 -0.992 -0.629
H 2.596 -0.132 -0.245
H 2.503 1.641 0.118
H 1.362 0.238 1.875
H -0.107 -2.754 0.866
H 1.271 -2.160 1.786
H 1.426 -2.299 0.160
H -2.954 0.787 -0.094
H -2.624 -1.629 -1.727
O -2.278 -0.859 -1.238
H -0.811 1.093 0.843
H -3.871 1.985 0.260
O -2.917 1.632 0.333
*
```

HOMO energy ... -0.51931 hartree

***

[16]
Entry from the OMol25 dataset: a 2-piece molecular cluster, C3H13N2OS overall in a non-equilibrium geometry (wB97M-V/def2-TZVPD).

```
! RIJCOSX wB97M-V def2-TZVPD def2/J DEFGRID3
* xyz 2 2
N -0.669 0.091 -0.691
C -0.036 -0.320 0.542
C 1.550 -0.420 0.463
S 2.086 -1.439 -0.872
C -0.273 0.693 1.723
N -1.696 1.126 1.860
H -0.666 -0.362 -1.556
H -1.737 0.173 -0.503
H -0.197 1.078 -0.795
H -0.422 -1.462 0.719
H 2.005 0.581 0.698
H 1.936 -0.772 1.490
H 2.458 -0.559 -1.733
H 0.279 1.765 1.717
H 0.013 0.250 2.700
H -1.805 2.106 1.880
H -2.150 0.618 2.636
H -0.358 -1.770 -3.108
H 0.242 -0.502 -3.759
O -0.562 -0.876 -3.412
*
```

Expectation value of S² ... 0.7562
HOMO energy (spin up / spin down) ... -0.67725 / -0.63925 hartree

***

[17]
Entry from the OMol25 dataset: a 2-piece molecular cluster, C3H13N2PS overall in a non-equilibrium geometry (wB97M-V/def2-TZVPD).

```
! RIJCOSX wB97M-V def2-TZVPD def2/J DEFGRID3
* xyz 2 1
C -1.770 -0.268 -0.417
C 0.338 1.593 -0.385
C 1.351 -1.678 0.140
N -2.875 -0.979 0.185
N 1.608 1.989 0.314
P -0.355 0.152 0.666
S 2.886 -0.852 -0.211
H -2.035 0.708 -1.031
H -1.495 -0.936 -1.258
H -0.413 2.466 -0.360
H 0.457 1.162 -1.403
H 0.962 -2.271 -0.644
H 1.641 -2.433 0.872
H -2.400 -1.879 0.507
H -3.594 -1.313 -0.343
H -3.352 -0.478 0.999
H 2.220 1.202 0.170
H 1.806 2.966 -0.205
H 1.621 2.038 1.355
H 3.400 -1.189 1.049
*
```

HOMO energy ... -0.58234 hartree

***

[18]
Entry from the OMol25 dataset: a 2-piece molecular cluster, C3H13N3 overall in a non-equilibrium geometry (wB97M-V/def2-TZVPD).

```
! RIJCOSX wB97M-V def2-TZVPD def2/J DEFGRID3
* xyz 0 1
C 0.534 -1.336 1.215
C 1.569 -0.463 0.425
N 2.896 -0.292 1.015
H 0.374 -0.994 2.226
H -0.369 -1.530 0.621
H 1.024 -2.317 1.364
H 1.630 -0.943 -0.546
H 1.141 0.538 0.430
H 2.994 -0.132 2.011
H 3.343 -1.202 0.903
N -2.044 0.054 -1.866
C -1.120 0.904 -1.155
N -1.546 1.818 -0.100
H -2.375 0.456 -2.730
H -2.794 -0.227 -1.248
H -0.351 0.255 -0.743
H -0.599 1.472 -1.948
H -2.148 2.552 -0.464
H -2.159 1.387 0.590
*
```

HOMO energy ... -0.33387 hartree
Structure (SMILES) ... CCN.NCN

***

[19]
Entry from the OMol25 dataset: a 2-piece molecular cluster, C3H13N3O overall in a non-equilibrium geometry (wB97M-V/def2-TZVPD).

```
! RIJCOSX wB97M-V def2-TZVPD def2/J DEFGRID3
* xyz 0 1
N 1.397 -1.247 1.189
C 0.336 -2.130 1.043
C -0.766 -1.383 0.209
N -0.367 -0.903 -1.060
C -0.937 0.517 -1.346
N -0.226 1.325 -2.412
H 2.013 -1.554 1.923
H 1.197 -0.272 1.500
H 0.568 -3.138 0.582
H -0.136 -2.404 1.978
H -1.223 -0.544 0.752
H -1.587 -2.078 0.208
H 0.649 -1.065 -1.347
H -1.935 0.391 -1.695
H -0.855 1.111 -0.362
H 0.805 1.483 -2.115
H -0.318 0.980 -3.363
O 0.304 3.169 1.806
H 0.906 3.176 2.562
H 0.065 2.317 1.476
*
```

HOMO energy ... -0.30786 hartree
Structure (SMILES) ... NCCNCN.O

***

[20]
Entry from the OMol25 dataset: a 3-piece molecular cluster, C3H13N3O overall in a non-equilibrium geometry (wB97M-V/def2-TZVPD).

```
! RIJCOSX wB97M-V def2-TZVPD def2/J DEFGRID3
* xyz 0 1
C 1.917 0.771 0.137
C 0.978 0.766 1.148
N 0.168 1.836 1.422
H 2.236 1.738 -0.236
H 2.750 0.089 0.237
H 0.958 -0.015 1.896
H 0.150 2.556 0.715
H -0.751 1.609 1.760
C -2.286 -0.666 0.882
N -1.039 -0.474 0.164
H -2.914 -1.476 0.489
H -2.854 0.265 0.895
H -2.055 -0.912 1.922
H -0.509 -1.342 0.116
H -1.126 -0.209 -0.835
N 0.740 -0.385 -2.215
O 0.753 -1.820 -1.941
H 1.122 0.125 -1.178
H 1.586 -0.250 -2.769
H 0.176 -2.205 -2.609
*
```

HOMO energy ... -0.29103 hartree
Structure (SMILES) ... C=CN.CN.NO

***

Computed E, in the same sequence as the records: -13858.79754; -18226.53032; -29070.87945; -29070.36206; -29070.76910; -9447.92394; -6295.02496; -8342.37940; -8343.28972; -8343.48938; -8342.47746; -8328.21983; -21231.59301; -21232.89995; -12432.08811; -19163.59079; -26406.03578; -7791.37206; -9838.03806; -9836.02954 eV.
Computed energy above the lowest of the compared OMol25 structures with the same formula, charge and spin, in the same sequence as the records: 6.20; 18.63; 18.25; 30.18; 20.79; 2.37; 36.71; 36.96; 15.97; 11.36; 34.70; 61.89; 63.99; 33.85; 174.89; 55.53; 72.42; 15.04; 52.23; 98.54 kcal per mole.